No. 1
A molecular structure, C38H48N7P2RhS2, computed with wB97M-V/def2-TZVPD.

```
98
C38H48N7P2RhS2 (wB97M-V/def2-TZVPD)
H -0.841 -5.776 0.416
C 2.276 0.798 -0.672
C 0.518 -1.486 -1.103
C 0.135 -5.316 0.358
H -3.756 -4.123 -3.516
H 3.511 0.224 -2.987
H 1.205 -6.974 1.134
H -2.579 1.631 4.708
H -3.961 -0.369 -3.829
H -1.933 5.479 1.088
H 2.164 2.410 -3.106
C 2.538 -5.337 0.661
C -4.276 -1.339 -3.442
C 0.351 -0.314 -4.256
C 2.657 -4.067 0.180
H 3.418 -5.880 0.975
C 5.029 3.266 2.363
C -2.477 4.741 -1.705
H -2.522 -2.845 -4.913
N -2.212 0.868 4.163
P 0.772 0.311 -1.579
C 1.267 -5.966 0.751
S 1.066 1.323 3.324
S -1.608 -0.430 1.963
P -2.389 -1.283 -1.449
N 0.658 0.541 1.960
C -0.777 -2.134 -1.026
C 4.994 1.892 2.582
H -5.014 -1.171 -2.658
H -1.162 -2.804 -3.806
C -2.310 3.481 0.464
C -2.156 2.368 -2.987
H 2.958 -0.398 -4.534
H -2.450 3.434 -4.820
C 1.495 -3.374 -0.239
H -1.798 -1.300 -4.509
H 2.741 0.075 7.712
H -2.185 -0.052 4.565
H 0.710 -1.564 3.509
H 5.900 1.308 2.511
N -2.072 2.324 0.978
H 2.244 1.665 5.897
H -2.774 4.484 2.290
C -2.687 4.702 1.233
C 1.472 1.853 -3.736
H 3.613 -3.572 0.095
Rh -1.282 0.691 -0.344
H 0.506 2.356 -3.710
H -0.650 0.096 -4.140
H 2.691 -1.339 -3.067
H 0.648 -0.172 -5.296
C 2.027 -1.635 6.626
H -4.781 -1.872 -4.249
C 3.799 1.273 2.903
H 1.850 1.911 -4.758
C 3.876 4.029 2.464
H 2.249 -2.329 7.424
H -4.432 -3.601 -1.989
H 2.910 -0.072 -0.509
H 5.969 3.743 2.124
C 2.650 2.051 3.000
H 2.820 1.520 -1.279
H -2.046 1.397 -3.449
N -2.075 2.392 -1.661
H -3.633 5.100 0.864
C 2.670 3.421 2.784
H 3.916 5.097 2.306
C -3.565 -1.885 -0.177
C 0.234 -3.999 -0.152
H 3.763 0.208 3.097
H 1.244 -3.146 5.325
C 2.022 0.613 5.774
H 2.022 1.258 0.276
C -2.071 1.034 2.831
C 1.466 0.135 4.593
H -2.619 5.665 -1.168
C -2.528 4.715 -3.090
C -2.066 -2.273 -4.104
H -4.531 -2.031 -0.653
H 1.241 -0.287 1.827
N 1.598 -2.105 -0.700
C 1.354 0.374 -3.345
C 1.464 -2.095 5.448
H -3.688 -1.156 0.618
N -0.884 -3.342 -0.539
C 2.710 -0.327 -3.474
C 1.174 -1.208 4.417
C -3.078 -2.172 -2.971
H -2.697 5.626 -3.646
H -2.755 -4.149 -2.066
C -2.263 3.553 -1.019
C 2.304 -0.282 6.790
H -3.233 -2.838 0.235
H 1.762 4.002 2.876
C -3.528 -3.591 -2.591
H 0.314 -1.386 -4.067
N -2.219 2.223 2.344
C -2.385 3.505 -3.745
```

Values from the calculation:
Charge   +2
HOMO-LUMO gap (alpha / beta)   7.52 / 6.71 eV
Expectation value of S²   6.019
Relative energy (zero: lowest compared OMol25 entry of this formula, charge and spin)   1.196 eV
Calculated total energy   -93857.1238 eV
LUMO (alpha / beta)   -5.3 / -6.7 eV
Multiplicity   5



No. 2
4 unconnected molecules or ions with the total composition C38H49B2F3N3O10 in a non-equilibrium geometry, computed with wB97M-V/def2-TZVPD.

```
105
C38H49B2F3N3O10 (wB97M-V/def2-TZVPD)
C 2.344 -2.492 0.596
H 0.577 2.976 3.542
H 5.195 4.024 -10.302
H 1.325 1.556 0.780
C -7.506 -1.977 3.372
O 0.059 2.229 3.202
H 1.852 -1.208 -2.849
H -9.048 -3.323 2.600
H -6.038 -0.525 0.824
H -7.769 -0.925 3.557
C 5.401 2.709 -7.189
O 2.203 -3.002 3.827
H 3.998 -1.447 -1.655
H -2.005 -0.491 5.164
C 3.335 4.231 -1.960
C 0.317 -1.351 1.374
C 3.515 1.407 -4.210
H 0.085 -3.036 6.329
C -3.889 -0.664 3.586
C 5.425 2.771 -8.576
H -9.130 -1.713 1.917
C 4.874 5.054 -7.092
H 0.844 -4.560 1.391
H 1.434 5.147 -2.351
H -7.300 -2.194 5.522
N -0.985 -1.005 3.339
C 5.174 3.975 -9.220
H 4.824 7.759 -2.444
H -3.299 0.119 3.086
H -5.527 -2.799 3.807
C -0.532 -2.738 -0.519
H -4.053 -0.398 4.639
H 5.118 3.805 -5.363
C 4.703 4.431 -1.831
C -0.754 -2.149 0.877
H -4.215 -0.631 0.918
H -7.294 -3.721 4.628
N -0.621 -2.456 5.882
C -7.786 -2.740 4.699
C 0.129 -0.783 2.611
H 0.588 -4.742 3.178
C -0.799 -0.825 -1.815
H 3.383 2.205 -4.930
H -1.354 -2.357 6.580
N -3.458 -3.553 -0.316
C 3.862 -0.643 -2.369
C -8.425 -2.497 2.227
C -1.038 -0.391 4.675
C 5.238 5.700 -2.001
C 4.894 0.254 -2.610
C -5.139 -0.303 1.414
C -5.972 -2.143 3.051
H 2.302 -0.453 1.137
O 3.038 -2.855 1.756
F -2.101 -1.075 -1.970
C 4.719 1.280 -3.528
H -3.081 -4.453 -0.606
H 1.508 -0.759 -0.401
H -5.945 -2.660 2.083
O 1.101 0.013 3.107
O -3.091 -1.911 3.590
H 1.951 -5.552 2.365
H -0.760 0.667 4.686
H -4.468 -4.568 1.525
C 2.654 -0.511 -3.043
H 5.640 1.882 -9.154
H -5.086 0.799 1.449
C 2.502 5.301 -2.256
H 5.353 3.596 -1.598
C 4.894 5.115 -8.478
B 0.969 1.361 2.636
C 2.197 -3.444 2.709
C -1.987 -1.755 2.864
C 2.481 0.513 -3.968
H 4.693 6.052 -8.982
F -0.670 0.134 -0.879
H -7.881 -2.832 1.335
B -3.111 -3.336 1.079
H 5.595 1.769 -6.686
C -0.017 -1.135 5.593
C -1.917 -2.389 1.610
O -0.711 -3.900 -0.732
O 2.363 -3.209 -0.360
H 0.105 -0.568 6.528
O -0.053 -1.944 -1.577
C 5.130 3.851 -6.447
O 1.756 1.846 1.599
C 1.322 -4.651 2.374
H -5.906 -0.032 3.382
H 1.542 0.614 -4.497
C 3.038 6.570 -2.431
H 2.919 3.239 -1.831
H -8.856 -2.856 4.901
H 0.927 -1.348 5.082
C 1.617 -1.135 0.617
H -3.098 -2.849 -0.948
H 6.305 5.857 -1.898
O -3.833 -4.021 2.009
C -5.261 -0.777 2.889
H 4.658 5.943 -6.513
C 4.406 6.769 -2.305
H 2.388 7.404 -2.666
H 5.522 1.982 -3.715
H 5.834 0.154 -2.083
F -0.353 -0.302 -2.950
```

Values from the calculation:
Charge   +1
HOMO-LUMO gap   6.02 eV
Calculated total energy   -74650.3575 eV
LUMO   -4.5 eV
Multiplicity   1



No. 3
2 unconnected molecules or ions with the total composition C38H49Br2Cl2N2O4S3 in a non-equilibrium geometry, computed with wB97M-V/def2-TZVPD.

```
100
C38H49Br2Cl2N2O4S3 (wB97M-V/def2-TZVPD)
O -3.774 2.131 0.237
C 3.873 0.694 0.089
H 0.448 4.851 -2.375
C 5.493 0.107 -1.588
H -0.354 -1.073 6.117
N 3.657 1.521 -2.264
H -0.548 -1.198 -0.311
C -5.118 -2.446 0.323
C 4.339 0.779 -1.218
H -1.804 3.822 4.128
H -2.642 -1.745 2.188
H -0.735 3.630 5.551
H 5.075 -7.175 0.712
H 4.631 -4.307 -1.825
S 4.748 -4.849 1.063
S 2.066 -0.756 -2.474
C -0.605 0.946 5.445
H -5.777 -2.974 -0.366
H -4.681 1.320 -1.423
C -4.366 -3.517 1.127
H -4.188 5.478 -3.386
C -2.776 0.398 -1.225
H -2.488 1.914 2.833
C -1.280 0.676 -1.122
H -2.323 0.612 1.149
H 1.288 2.684 -3.084
H 4.194 -0.133 2.034
O 4.182 -5.248 2.325
H -2.369 -1.337 -0.063
H -4.616 -4.502 0.738
H -0.503 -1.129 -2.095
H 0.040 1.358 6.213
H -5.244 0.781 0.628
H -4.681 4.356 -4.651
H -2.500 -0.700 -2.827
C -3.264 2.760 -2.045
H -4.105 -1.006 2.874
H 1.543 -0.385 -0.123
C -3.135 -0.801 2.426
C -4.060 4.467 -3.764
C 6.175 -0.668 -0.657
C 2.071 5.262 -1.047
H 1.160 0.987 -1.130
H -1.789 -2.037 4.373
H -3.286 -3.411 1.079
Cl -3.519 -2.785 -1.730
H 6.195 -6.177 -0.246
C 4.561 -0.075 1.017
Br -2.116 4.055 -1.182
H 4.721 3.210 -0.562
H -4.686 -3.491 2.166
H -2.705 2.313 -2.865
H -1.044 1.235 -0.214
C -3.693 1.650 -1.068
C 3.277 4.788 -0.544
H 2.982 1.231 0.387
H -5.026 2.622 -3.192
H 2.508 -4.607 0.366
Br -5.675 4.218 -1.412
C -0.961 3.276 4.548
O 5.846 -3.920 1.010
C 3.775 3.561 -0.948
C 5.711 -0.760 0.649
C 4.185 -6.302 -1.103
H 7.064 -1.205 -0.961
C -0.821 -0.424 5.388
H -0.092 3.510 3.926
Cl -6.258 -1.502 1.315
H 4.635 -6.770 -1.977
C -0.365 -0.553 -1.179
C 1.376 4.485 -1.958
H 5.835 0.185 -2.613
C -4.467 3.428 -2.715
C -2.028 1.238 3.545
C 1.107 -0.101 -1.079
C -4.300 -1.590 -0.656
C 1.865 3.247 -2.363
C 3.068 2.770 -1.854
H -3.014 4.339 -4.047
H 3.834 5.382 0.168
H 3.476 -3.147 -0.002
O -3.119 -0.032 -2.506
H 2.948 -4.772 -2.064
C -1.627 -0.965 4.402
C -4.311 1.120 1.073
C 2.869 0.703 -3.111
N -3.166 -0.707 -0.167
C -2.240 -0.138 3.468
C 3.458 -4.236 -0.020
H 1.690 6.227 -0.741
H -4.505 1.531 2.060
C 3.791 -4.843 -1.379
C -1.203 1.792 4.520
C 5.163 -6.296 0.078
S 2.748 0.999 -4.695
H -4.976 -0.995 -1.263
C -3.250 0.037 1.156
H 3.295 -6.878 -0.843
H 6.240 -1.371 1.367
H -1.023 1.349 -1.941
```

Values from the calculation:
Charge   +1
HOMO-LUMO gap   7.69 eV
Calculated total energy   -248999.7643 eV
LUMO   -2.5 eV
Multiplicity   1



Question: Look up the charge of the third one.
Answer: +1